The following is a quantum chemistry calculation of C3H7N3O2 in the gas phase at a distorted geometry, from the OMol25 dataset.

Cartesian coordinates (Å):
C -2.137014 1.165199 0.211115
C -1.166258 0.541064 -0.770294
C 0.278827 -0.717770 1.086680
H -2.674390 0.478653 0.936729
H -3.019613 1.931019 -0.286304
H -1.480260 1.783662 0.918988
H 0.888778 -0.427300 -0.798458
H -0.756858 -0.922111 1.638682
H 2.619065 0.131252 0.908504
H 3.181895 -1.333981 0.258693
N 0.329913 0.599448 -0.551963
N 1.219074 -1.513440 0.683738
N 2.270346 -0.743469 0.113801
O -1.409061 -0.117055 -1.895708
O 0.490653 0.620817 0.838099

Atomic forces in eV per Å
-1.09 2.70 0.69
1.48 -4.26 -6.57
-0.10 -0.73 1.58
0.63 0.30 -1.40
2.80 -2.48 1.13
-1.11 -0.52 -1.11
-2.07 4.25 -0.73
2.65 -0.28 -1.43
-1.88 -2.78 -3.15
-2.44 0.78 -0.91
-2.41 -1.36 -1.91
-1.22 0.51 2.10
4.98 0.34 3.96
0.10 3.72 5.81
-0.31 -0.18 1.93

## Properties
HOMO level, Eh: -0.350
Structure (SMILES): CC(=O)NO/C=N\N
F_max, eV Å⁻¹: 7.96
Relative energy (zero: lowest compared OMol25 entry of this formula, charge and spin), kcal per mole: 193.12

These are the Mulliken partial charges, in e, on atoms 1 to 5:
1 C -0.88
2 C 0.64
3 C 0.18
4 H 0.26
5 H 0.28